No. 1
Entry from the Open Molecules 2025 dataset: a structure of composition C14H27N4O6S2 (ωB97M-V/def2-TZVPD).

```
53
Properties=species:S:1:pos:R:3
O -0.3008 1.6607 0.6286
S -1.6408 1.1621 0.4628
O -2.5092 1.1556 1.6223
O -1.4238 -0.3833 0.0831
N -2.2766 1.8270 -0.8108
S -3.8158 1.5053 -1.1299
O -4.0925 1.9781 -2.4611
O -4.1525 0.1335 -0.7937
C -4.7587 2.5573 -0.0078
C -5.9231 1.8535 0.6509
O -6.9640 1.6683 -0.3069
H -2.2891 -0.8205 0.1831
H -4.0764 2.9059 0.7684
H -5.0865 3.4155 -0.5994
H -6.2838 2.4621 1.4928
H -5.5692 0.8949 1.0437
H -7.5647 0.9936 0.0265
C 2.8044 2.2272 -0.1922
C 3.3064 1.2677 -1.2625
C 4.5868 0.5644 -0.7874
C 5.6555 1.5214 -0.4972
N 6.4893 2.2806 -0.2708
H 3.5329 3.0206 -0.0130
H 1.8545 2.6834 -0.4647
H 2.6448 1.6930 0.7434
H 3.4824 1.8002 -2.1991
H 2.5556 0.5013 -1.4621
H 4.9712 -0.1550 -1.5117
H 4.3468 0.0299 0.1334
C 1.6516 -3.5794 -3.5024
C 1.2000 -2.1315 -3.3586
C 0.6127 -1.8269 -1.9776
C -0.5739 -2.6263 -1.6897
N -1.5223 -3.2379 -1.4699
H 0.8097 -4.2640 -3.3885
H 2.0949 -3.7541 -4.4839
H 2.3969 -3.8324 -2.7455
H 0.4584 -1.8947 -4.1242
H 2.0479 -1.4619 -3.5189
H 0.3152 -0.7794 -1.8946
H 1.3488 -2.0177 -1.1953
C -0.1545 -1.6990 3.6927
C 0.9510 -0.7589 4.1546
C 1.6270 -0.0162 2.9935
C 2.2570 -0.9354 2.0468
N 2.7527 -1.6743 1.3163
H 0.2385 -2.4838 3.0436
H -0.6293 -2.1805 4.5486
H -0.9218 -1.1608 3.1394
H 1.7091 -1.3139 4.7137
H 0.5398 -0.0092 4.8329
H 2.3986 0.6636 3.3608
H 0.8892 0.5701 2.4372
```

Its total charge is -1. As for the HOMO energy: -0.2406 Ha.

=====

No. 2
Entry from the Open Molecules 2025 dataset: the ion C14H27N6O5 with charge +1 (ωB97M-V/def2-TZVPD).

```
52
Properties=species:S:1:pos:R:3
O 0.2734 0.4827 3.9936
O 1.6788 -2.5450 -1.9271
O 0.7113 1.4095 0.1948
O -1.7404 -0.4453 -4.0511
O 3.7995 -1.9585 -2.4957
C 0.4787 -0.3014 3.1570
C 2.8268 -2.4212 -1.6011
C 0.7625 0.1404 -0.0114
C -0.7657 -0.2336 -3.3291
C -2.0473 2.9378 2.4022
N -2.2910 3.1887 3.6957
N 0.4682 -0.6724 -3.7000
N -3.0260 2.5398 1.6148
N 1.4488 -0.0541 2.2628
N 0.1246 -0.4523 -0.9852
N -0.7810 3.1664 2.0706
C -0.4024 -1.6092 3.0954
C 0.7030 -1.6292 -4.7312
C 3.3970 -2.2303 -0.1480
C -2.7266 2.0854 0.2747
C -2.5066 0.5944 0.1744
C 3.1781 -0.8898 0.5152
C -2.1574 0.1093 -1.2180
C 1.6759 -0.6562 0.9528
C -0.8013 0.3091 -1.8659
H 3.4287 -1.9730 -3.4444
H -1.6236 3.7592 4.1827
H -3.1892 2.9117 4.1919
H 1.3115 -0.1758 -3.3391
H -3.9363 2.5954 1.9773
H 1.9483 0.7478 2.4102
H 0.2075 -1.4214 -1.0568
H -0.0137 3.1528 2.7614
H -0.3827 2.8843 1.1725
H -1.1596 -1.5967 2.3625
H 0.1685 -2.5204 2.8730
H -0.9669 -1.6681 4.0151
H 0.9900 -1.0725 -5.6111
H 1.4636 -2.3374 -4.4150
H -0.2194 -2.1163 -5.0589
H 4.4123 -2.5208 -0.0110
H 2.9448 -2.9875 0.5446
H -1.8923 2.6465 -0.1406
H -3.5194 2.3555 -0.3817
H -3.3654 0.0653 0.4682
H -1.7263 0.4181 0.8632
H 3.7607 -0.9760 1.3842
H 3.5978 -0.0434 -0.0753
H -2.3727 -0.9473 -1.0449
H -2.8984 0.3236 -1.9180
H 1.2533 -1.6517 0.9927
H -0.5022 1.2830 -2.0430
```

Its total charge is +1. As for the HOMO energy: -0.4401 Ha. As for the structure (SMILES): CNC(=O)[C@@H](CCCNC(N)=[NH2+])NC(=O)[C@@H](CCC(=O)O)NC(C)=O. For the relative energy (zero: lowest compared OMol25 entry of this formula, charge and spin), the calculation gives 0.00 kJ/mol.

=====

No. 3
Entry from the Open Molecules 2025 dataset: a structure of composition C14H28BN2O28S5 (ωB97M-V/def2-TZVPD).

```
78
Properties=species:S:1:pos:R:3
N -1.3908 -4.0275 2.8585
H -1.8097 -4.3543 1.9995
H -1.1239 -4.8771 3.3350
H -1.9148 -3.4095 3.4615
H -0.5848 -3.4753 2.6026
N -4.0896 4.5093 2.6443
H -3.8375 3.6022 2.2788
H -4.9329 4.8738 2.2246
H -3.2996 5.1154 2.4749
H -4.1308 4.4200 3.6495
O -1.8742 3.0665 3.0647
C -1.7454 2.0448 2.3831
O -0.7506 1.3656 2.3838
B -0.8295 0.2855 1.3502
O -2.2729 0.5014 0.8416
C -2.7603 1.5567 1.2965
O -3.7928 2.1127 1.0673
O -0.6519 -1.0184 1.9135
C 0.4276 -1.5911 1.4049
O 0.9132 -2.6745 1.6173
C 0.9769 -0.6582 0.3176
O 0.1914 0.4249 0.2760
O 2.0107 -0.8910 -0.4226
C -0.9379 3.1781 -1.8272
C -2.2940 3.7859 -2.1092
O -2.1558 5.0681 -1.4811
S -0.7856 5.2517 -0.5827
O -1.1203 4.6654 0.6878
O -0.2309 6.5871 -0.6871
O -0.0187 4.1812 -1.5115
H -0.5471 2.4833 -2.5706
H -0.9805 2.5836 -0.9146
H -2.9724 3.1942 -1.4946
H -2.6302 3.6558 -3.1379
C 1.7282 0.3344 -3.8031
C 0.8710 -0.9533 -3.9678
O -0.4347 -0.5416 -4.2846
S -0.2982 0.7455 -5.2473
O -1.4022 1.6525 -4.7983
O -0.0860 0.4274 -6.6973
O 1.1468 1.2601 -4.6365
H 2.7443 0.1316 -4.1413
H 1.6955 0.5890 -2.7437
H 1.0531 -1.5186 -3.0537
H 1.2547 -1.4909 -4.8348
C 3.4948 0.1703 2.5175
C 4.4441 1.0780 3.4024
O 4.0658 0.7861 4.7924
S 2.7330 -0.1379 4.9219
O 1.5623 0.7647 4.9705
O 2.9179 -1.1369 5.9805
O 3.0169 -0.7718 3.4491
H 3.9338 -0.4241 1.7163
H 2.6613 0.7439 2.1120
H 4.3570 2.1543 3.2532
H 5.4877 0.7724 3.3273
C 3.8934 -3.9816 -0.2334
C 4.2094 -4.2252 1.3179
O 5.5926 -4.5368 1.2912
S 6.2455 -4.8243 -0.2032
O 5.9975 -6.2655 -0.5933
O 7.5841 -4.2533 -0.2828
O 5.1220 -3.7968 -0.9110
H 3.1709 -3.1717 -0.3339
H 3.3919 -4.8860 -0.5776
H 3.6286 -5.0434 1.7436
H 3.8758 -3.3891 1.9326
C -4.3791 -1.6204 -1.6047
C -3.1474 -1.0393 -2.3664
O -3.7449 0.0118 -3.1428
S -5.2516 0.4703 -2.8052
O -6.3017 0.0296 -3.7757
O -5.2441 1.8873 -2.2929
O -5.3467 -0.5792 -1.5089
H -4.2259 -1.9578 -0.5796
H -4.8081 -2.4845 -2.1121
H -2.7948 -1.8657 -2.9835
H -2.4689 -0.6499 -1.6074
```

As for the HOMO energy (alpha / beta): -0.1815 / -0.3212 Ha. For the relative energy (zero: lowest compared OMol25 entry of this formula, charge and spin), the calculation gives 0.00 kJ/mol. Its multiplicity is 2. As for the expectation value of S²: 0.753.

=====

| no. | DFT total energy (Ha) |
| --- | --- |
| 1 | -2016.56897 |
| 2 | -1254.23507 |
| 3 | -4782.18068 |